1.
{"formula": "C3H5NO3", "method": "wB97M-V/def2-TZVPD", "symbols": ["C", "C", "C", "N", "O", "O", "O", "H", "H", "H", "H", "H"], "coordinates": [[-0.835, -0.180, -0.218], [0.150, -2.024, -1.497], [-0.793, 1.116, 0.600], [-0.133, -1.044, 0.396], [0.040, -2.279, -0.167], [0.194, -3.012, -2.310], [0.549, 1.547, 0.550], [-1.444, 1.857, 0.160], [-0.943, 0.840, 1.705], [0.391, -0.937, 1.307], [-0.070, -3.922, -2.118], [0.592, 1.982, -0.399]], "gap_ha": 0.3144, "homo_energy_ev": -7.825, "lumo_energy_ev": 0.7296, "e_above_lowest_ev": 7.974}



2.
{"formula": "C26H42N5O3", "method": "wB97M-V/def2-TZVPD", "symbols": ["C", "C", "C", "C", "O", "C", "C", "C", "C", "O", "O", "C", "C", "N", "H", "H", "H", "H", "H", "H", "H", "H", "H", "H", "H", "H", "H", "H", "C", "C", "C", "C", "N", "H", "H", "H", "H", "H", "H", "H", "C", "C", "C", "C", "N", "H", "H", "H", "H", "H", "H", "H", "C", "C", "C", "C", "N", "H", "H", "H", "H", "H", "H", "H", "C", "C", "C", "C", "N", "H", "H", "H", "H", "H", "H", "H"], "coordinates": [[-4.454, 3.073, -2.062], [-4.704, 2.257, -0.757], [-3.377, 1.686, -0.177], [-3.245, 0.169, -0.432], [-2.304, -0.490, 0.473], [-1.076, 0.001, 0.255], [-0.348, -0.478, -0.826], [0.902, 0.061, -1.064], [1.684, -0.424, -2.281], [2.264, 0.401, -2.924], [1.686, -1.740, -2.597], [1.416, 1.049, -0.214], [0.673, 1.440, 0.848], [-0.551, 0.917, 1.054], [-3.405, 3.124, -2.350], [-5.013, 2.630, -2.890], [-4.820, 4.090, -1.912], [-5.106, 2.930, 0.000], [-5.372, 1.419, -0.972], [-3.267, 1.834, 0.905], [-2.549, 2.192, -0.687], [-4.221, -0.310, -0.353], [-2.934, 0.047, -1.480], [-0.786, -1.251, -1.443], [0.779, -2.064, -2.678], [2.392, 1.462, -0.437], [1.056, 2.177, 1.543], [-1.086, 1.255, 1.855], [-4.618, 3.740, -7.759], [-3.808, 2.585, -7.182], [-3.983, 2.433, -5.666], [-3.537, 3.649, -4.970], [-3.176, 4.612, -4.456], [-4.299, 4.698, -7.345], [-4.488, 3.792, -8.839], [-5.683, 3.615, -7.552], [-2.752, 2.735, -7.415], [-4.113, 1.655, -7.665], [-3.398, 1.587, -5.300], [-5.031, 2.251, -5.419], [4.353, -3.464, -1.378], [5.024, -4.678, -0.745], [4.622, -4.877, 0.720], [5.004, -3.706, 1.524], [5.307, -2.788, 2.146], [4.649, -2.539, -0.878], [4.640, -3.374, -2.425], [3.265, -3.547, -1.331], [6.107, -4.566, -0.819], [4.757, -5.573, -1.309], [5.113, -5.759, 1.131], [3.544, -5.021, 0.805], [7.054, -4.242, 4.534], [8.106, -4.608, 5.575], [9.296, -5.361, 4.972], [8.847, -6.618, 4.354], [8.485, -7.599, 3.876], [6.621, -5.133, 4.076], [6.240, -3.684, 4.995], [7.480, -3.623, 3.743], [7.642, -5.216, 6.355], [8.470, -3.698, 6.055], [10.029, -5.594, 5.745], [9.788, -4.753, 4.212], [-5.798, 4.112, 2.682], [-5.670, 3.436, 4.042], [-4.397, 3.845, 4.790], [-3.202, 3.472, 4.021], [-2.263, 3.183, 3.423], [-4.980, 3.830, 2.018], [-6.729, 3.817, 2.197], [-5.799, 5.199, 2.782], [-5.684, 2.352, 3.908], [-6.535, 3.693, 4.654], [-4.352, 3.352, 5.762], [-4.382, 4.923, 4.958]], "gap_ha": 0.3025, "homo_energy_ev": -12.648, "charge": 1, "lumo_energy_ev": -4.4172}



3.
{"formula": "C23H26N6", "method": "wB97M-V/def2-TZVPD", "symbols": ["C", "C", "C", "C", "C", "C", "C", "H", "H", "C", "H", "H", "H", "N", "C", "C", "C", "N", "C", "C", "C", "C", "C", "C", "H", "H", "H", "H", "H", "C", "N", "H", "C", "C", "H", "H", "H", "C", "N", "C", "N", "C", "N", "H", "H", "H", "H", "H", "H", "H", "H", "H", "H", "H", "H"], "coordinates": [[-2.680, -5.446, 3.316], [-1.704, -4.309, 3.347], [-1.530, -3.491, 2.245], [-0.612, -2.445, 2.258], [0.137, -2.170, 3.404], [-0.039, -3.009, 4.499], [-0.931, -4.063, 4.475], [-1.040, -4.691, 5.347], [0.533, -2.817, 5.396], [1.075, -1.005, 3.510], [1.133, -0.671, 4.543], [0.741, -0.173, 2.893], [2.081, -1.285, 3.197], [-0.506, -1.675, 1.088], [0.607, -1.191, 0.489], [0.211, -0.546, -0.659], [-1.202, -0.690, -0.674], [-1.597, -1.391, 0.379], [-2.162, -0.206, -1.655], [-3.337, -0.920, -1.883], [-4.254, -0.477, -2.816], [-4.012, 0.684, -3.533], [-2.854, 1.408, -3.299], [-1.933, 0.971, -2.364], [-1.045, 1.548, -2.157], [-2.671, 2.322, -3.846], [-4.728, 1.028, -4.266], [-5.161, -1.038, -2.989], [-3.515, -1.821, -1.317], [1.106, 0.113, -1.656], [1.104, 1.552, -1.446], [1.444, 1.781, -0.515], [1.801, 2.344, -2.435], [3.298, 2.034, -2.594], [3.761, 2.745, -3.275], [3.804, 2.087, -1.632], [3.436, 1.035, -3.000], [1.592, 3.826, -2.067], [2.413, 4.217, -0.955], [3.410, 5.117, -0.912], [3.940, 5.154, 0.288], [3.228, 4.237, 0.968], [2.298, 3.649, 0.252], [3.400, 4.004, 1.998], [3.714, 5.714, -1.747], [0.541, 3.968, -1.798], [1.846, 4.471, -2.910], [1.302, 2.169, -3.399], [0.733, -0.075, -2.669], [2.111, -0.333, -1.569], [1.588, -1.373, 0.875], [-2.111, -3.642, 1.348], [-2.161, -6.376, 3.081], [-3.162, -5.566, 4.283], [-3.441, -5.281, 2.558]], "gap_ha": 0.3219, "smiles": "Cc1ccc(C)c(-n2cc(CN[C@H](C)Cn3cncn3)c(-c3ccccc3)n2)c1", "homo_energy_ev": -8.066, "lumo_energy_ev": 0.6941, "e_above_lowest_ev": 0.102}



4.
{"formula": "C2H11N2O2", "method": "wB97M-V/def2-TZVPD", "symbols": ["C", "C", "N", "N", "H", "H", "H", "H", "H", "H", "H", "H", "H", "O", "H", "H", "O"], "coordinates": [[0.057, 0.405, -0.118], [0.996, 1.239, 0.365], [1.623, 2.237, -0.528], [-0.782, -0.378, 0.544], [-0.040, 0.568, -1.191], [1.352, 1.301, 1.376], [0.946, 2.732, -1.119], [2.139, 2.948, -0.020], [2.208, 1.786, -1.231], [-0.628, -0.687, 1.492], [-1.530, -0.891, 0.120], [0.087, -2.689, 3.072], [-0.651, -3.499, 2.034], [-0.294, -2.619, 2.192], [-1.113, -0.906, -2.001], [-2.471, -1.104, -2.685], [-1.898, -0.443, -2.302]], "gap_ha": 0.3407, "homo_energy_ev": -12.609, "charge": 1, "lumo_energy_ev": -3.3392, "e_above_lowest_ev": 1.930}